{
  "formula": "AgBrCl2",
  "method": "wB97M-V/def2-TZVPD",
  "elements": ["Cl", "Ag", "Cl", "Br"],
  "xyz": [[-0.05, 1.04, -2.03], [0.37, 0.40, 0.02], [0.68, -0.12, 2.19], [-1.00, -1.32, -0.18]],
  "lowdin_charge": [-0.386, 0.015, -0.411, -0.218],
  "multiplicity": 2,
  "e_above_lowest_kcal_mol": 12.2,
  "s_squared": 0.75,
  "gap_ev": [8.09, 6.99],
  "e_tot_ha": -3641.46701,
  "total_charge": -1,
  "e_homo_ha": [-0.1595, -0.1833]
}